Entry 1:
Entry from the OMol25 dataset: a molecular structure, C28H20FeN2O5S6Sb at a distorted geometry (ωB97M-V/def2-TZVPD).

Positions of all 63 atoms, in Å:
1 Fe 0.738 0.691 0.731
2 O 4.535 -0.335 1.559
3 C 3.354 -0.412 1.276
4 O 2.667 0.462 0.664
5 C 2.624 -1.762 1.556
6 C 1.799 -2.128 0.313
7 C 1.443 -3.623 0.364
8 C 0.354 -3.627 1.450
9 C 0.292 -2.132 1.812
10 O 0.554 -1.481 0.570
11 C 1.527 -1.760 2.645
12 C 1.250 -0.403 3.366
13 O 1.470 -0.345 4.562
14 O 0.718 0.504 2.657
15 H 3.410 -2.488 1.773
16 H 2.207 -1.776 -0.634
17 H 1.056 -3.961 -0.597
18 H 2.307 -4.230 0.629
19 H -0.603 -3.970 1.058
20 H 0.621 -4.237 2.312
21 H -0.661 -1.790 2.214
22 H 1.736 -2.482 3.437
23 S -3.855 0.540 4.174
24 C -5.477 0.496 4.772
25 C -6.389 0.506 3.762
26 C -5.798 0.547 2.490
27 C -4.416 0.570 2.515
28 C -3.488 0.594 1.426
29 C -2.102 0.668 1.656
30 N -1.196 0.661 0.698
31 C -1.592 0.588 -0.593
32 C -2.977 0.529 -0.949
33 C -3.304 0.484 -2.326
34 C -2.333 0.483 -3.294
35 C -0.957 0.531 -2.963
36 C 0.076 0.526 -3.897
37 C 1.418 0.590 -3.469
38 C 1.644 0.687 -2.085
39 N 0.684 0.688 -1.181
40 C -0.605 0.595 -1.579
41 C 2.509 0.564 -4.396
42 C 2.482 0.546 -5.777
43 C 3.752 0.505 -6.371
44 C 4.763 0.488 -5.460
45 S 4.168 0.528 -3.837
46 C -3.913 0.527 0.083
47 H -5.645 0.470 5.831
48 H -7.456 0.482 3.927
49 H -6.374 0.567 1.582
50 H -1.717 0.739 2.663
51 H -4.350 0.461 -2.606
52 H -2.610 0.456 -4.341
53 H -0.153 0.474 -4.950
54 H 2.649 0.772 -1.697
55 H 1.573 0.572 -6.352
56 H 3.915 0.485 -7.438
57 H 5.822 0.460 -5.630
58 H -4.965 0.473 -0.149
59 S 4.619 5.681 1.833
60 Sb 2.527 5.090 2.701
61 S 0.578 3.023 0.654
62 S 2.035 2.653 1.886
63 S 3.064 4.984 4.970

As for the spin multiplicity: 2. The calculation puts the LUMO energy (spin up / spin down) at 0.08757 / 0.08728 Ha. Its total charge is -2. The expectation value of S² is 0.786. As for the HOMO-LUMO gap (spin up / spin down): 2.292 / 2.166 eV. The calculation puts the energy relative to the best compared isomer or geometry (same formula, charge and spin) at 77.2 kcal/mol.



Entry 2:
Entry from the OMol25 dataset: 6 unconnected molecules or ions with the total composition C36H84N3O21P at a distorted geometry (ωB97M-V/def2-TZVPD).

Positions of all 145 atoms, in Å:
1 N 6.170 -0.515 -0.018
2 C 6.188 0.279 -1.141
3 N 5.816 1.760 -0.920
4 N 6.505 -0.230 -2.561
5 C 5.130 -0.329 -3.242
6 C 4.700 -1.892 -3.586
7 C 3.122 -2.041 -3.160
8 C 2.879 -2.201 -1.541
9 O 1.430 -2.256 -1.323
10 C 0.837 -0.931 -1.077
11 O -0.521 -0.916 -0.968
12 O 1.558 0.333 -0.876
13 P 1.263 1.495 -2.132
14 O 1.488 2.941 -1.453
15 O 2.358 1.434 -3.484
16 O -0.355 1.518 -2.771
17 H 5.922 0.097 0.816
18 H 4.756 1.733 -0.831
19 H 6.044 2.278 -1.803
20 H 7.001 0.504 -3.114
21 H 5.080 0.310 -4.234
22 H 4.326 0.052 -2.456
23 H 4.751 -2.044 -4.754
24 H 5.408 -2.665 -3.020
25 H 2.715 -3.025 -3.695
26 H 2.426 -1.172 -3.520
27 H 3.466 -1.442 -0.874
28 H 3.301 -3.281 -1.255
29 H 3.132 2.048 -3.231
30 H -0.557 0.639 -3.236
31 C 0.138 0.440 2.667
32 O 0.988 -0.600 3.126
33 C 2.155 -0.740 2.314
34 C 3.238 -1.518 3.066
35 O 3.969 -0.703 3.993
36 C 3.268 -0.346 5.192
37 C 3.131 -1.515 6.171
38 O 2.041 -2.356 5.790
39 C 2.127 -3.644 6.379
40 H -0.195 0.242 1.646
41 H -0.735 0.484 3.323
42 H 0.656 1.403 2.718
43 H 2.541 0.245 2.029
44 H 1.867 -1.292 1.413
45 H 3.979 -1.859 2.335
46 H 2.840 -2.409 3.554
47 H 2.305 0.115 4.964
48 H 3.884 0.423 5.669
49 H 2.917 -1.131 7.174
50 H 4.065 -2.088 6.193
51 H 3.031 -4.158 6.037
52 H 1.258 -4.226 6.060
53 H 2.123 -3.569 7.466
54 C -3.676 6.629 6.239
55 O -3.863 5.567 5.318
56 C -2.977 5.660 4.200
57 C -2.876 4.309 3.486
58 O -1.976 3.401 4.136
59 C -2.455 2.819 5.356
60 C -3.527 1.752 5.125
61 O -4.802 2.365 4.922
62 C -5.724 1.488 4.295
63 H -3.857 7.592 5.757
64 H -4.389 6.503 7.058
65 H -2.664 6.597 6.655
66 H -1.982 5.978 4.529
67 H -3.390 6.407 3.513
68 H -2.445 4.483 2.495
69 H -3.854 3.852 3.331
70 H -2.784 3.589 6.057
71 H -1.584 2.331 5.805
72 H -3.605 1.112 6.010
73 H -3.257 1.140 4.257
74 H -5.367 1.211 3.298
75 H -6.677 2.012 4.186
76 H -5.878 0.596 4.902
77 C 8.449 -8.594 3.850
78 O 7.556 -7.577 4.273
79 C 6.762 -7.986 5.389
80 C 6.166 -6.765 6.095
81 O 7.095 -6.124 6.979
82 C 8.130 -5.360 6.344
83 C 7.621 -4.042 5.757
84 O 7.013 -4.268 4.484
85 C 6.166 -3.197 4.097
86 H 7.898 -9.489 3.550
87 H 9.013 -8.221 2.991
88 H 9.157 -8.835 4.649
89 H 7.369 -8.561 6.097
90 H 5.954 -8.618 5.006
91 H 5.349 -7.112 6.737
92 H 5.735 -6.052 5.391
93 H 8.666 -5.960 5.607
94 H 8.843 -5.122 7.140
95 H 8.463 -3.358 5.604
96 H 6.902 -3.584 6.446
97 H 5.339 -3.092 4.806
98 H 5.750 -3.427 3.113
99 H 6.730 -2.266 4.035
100 C -0.579 4.828 -4.658
101 O -1.178 4.492 -5.899
102 C -1.139 3.086 -6.154
103 C -2.162 2.711 -7.229
104 O -3.495 2.589 -6.712
105 C -4.152 3.823 -6.394
106 C -4.595 4.599 -7.637
107 O -3.496 5.331 -8.183
108 C -3.722 5.709 -9.531
109 H 0.469 4.521 -4.642
110 H -0.634 5.912 -4.533
111 H -1.125 4.358 -3.833
112 H -1.348 2.527 -5.236
113 H -0.131 2.843 -6.508
114 H -1.906 1.714 -7.605
115 H -2.131 3.390 -8.082
116 H -3.543 4.432 -5.723
117 H -5.050 3.537 -5.836
118 H -5.369 5.323 -7.361
119 H -4.997 3.903 -8.382
120 H -3.829 4.821 -10.162
121 H -2.854 6.276 -9.879
122 H -4.610 6.337 -9.609
123 C -9.196 -0.880 -1.699
124 O -8.934 -0.780 -3.090
125 C -9.441 0.434 -3.648
126 C -8.767 0.725 -4.991
127 O -7.471 1.323 -4.847
128 C -6.426 0.441 -4.414
129 C -5.971 -0.525 -5.511
130 O -6.866 -1.636 -5.596
131 C -6.753 -2.321 -6.833
132 H -10.271 -0.856 -1.508
133 H -8.793 -1.831 -1.341
134 H -8.696 -0.069 -1.160
135 H -9.270 1.270 -2.962
136 H -10.518 0.302 -3.801
137 H -9.372 1.471 -5.518
138 H -8.725 -0.158 -5.631
139 H -6.705 -0.080 -3.496
140 H -5.582 1.093 -4.167
141 H -4.979 -0.919 -5.265
142 H -5.926 0.002 -6.470
143 H -7.024 -1.657 -7.661
144 H -7.449 -3.163 -6.825
145 H -5.740 -2.700 -6.970

The calculation puts the LUMO energy at -0.03763 Ha. Its total charge is 0. As for the HOMO-LUMO gap: 8.124 eV. As for the SMILES: [H]/N=C(\N)NCCCCOC(=O)OP(=O)(O)O.COCCOCCOC.COCCOCCOC.COCCOCCOC.COCCOCCOC.COCCOCCOC.



Entry 3:
Entry from the OMol25 dataset: a gas-phase ion, C6H13N2O (charge +1) at a distorted geometry (ωB97M-V/def2-TZVPD).

Positions of all 22 atoms, in Å:
1 C 0.752 0.991 0.041
2 C -1.854 0.013 0.012
3 C 1.806 1.799 0.692
4 C -3.313 -0.305 0.011
5 C 0.282 -0.983 -1.165
6 C 1.872 -1.118 0.551
7 N -0.236 1.634 -0.496
8 N 0.799 -0.310 -0.007
9 O -1.473 1.203 -0.514
10 H -1.253 -0.470 0.807
11 H 2.637 2.062 -0.011
12 H 2.359 1.201 1.480
13 H 1.329 2.645 1.027
14 H -3.613 -0.126 1.035
15 H -3.698 -1.415 -0.137
16 H -3.652 0.254 -0.816
17 H 1.102 -1.388 -1.776
18 H -0.399 -1.741 -1.090
19 H 0.001 -0.145 -1.975
20 H 2.882 -0.558 0.503
21 H 1.700 -1.160 1.702
22 H 1.970 -2.083 0.126

The calculation puts the LUMO energy (spin up / spin down) at -0.19865 / -0.19855 Ha. Its total charge is +1. As for the HOMO-LUMO gap (spin up / spin down): 7.824 / 7.827 eV. The calculation puts the energy relative to the best compared isomer or geometry (same formula, charge and spin) at 148.0 kcal/mol.



Entry 4:
Entry from the OMol25 dataset: 9 unconnected molecules or ions with the total composition H18O9 at a distorted geometry (ωB97M-V/def2-TZVPD).

Positions of all 27 atoms, in Å:
1 O -0.085 2.374 1.188
2 H -0.474 2.988 1.811
3 H -0.495 2.590 0.350
4 O -1.095 2.104 -1.572
5 H -1.965 1.708 -1.609
6 H -1.190 2.936 -2.037
7 O -1.101 -2.325 1.800
8 H -1.248 -3.258 1.952
9 H -0.799 -1.989 2.644
10 O 1.116 1.611 -3.263
11 H 0.934 1.138 -4.074
12 H 0.309 1.536 -2.754
13 O 2.857 0.711 -1.279
14 H 2.089 0.927 -1.808
15 H 2.748 1.222 -0.477
16 O -3.638 -2.818 0.249
17 H -2.716 -2.756 0.498
18 H -3.694 -3.623 -0.267
19 O 1.557 0.366 2.950
20 H 1.017 0.928 3.505
21 H 1.090 0.334 2.114
22 O 2.275 -2.155 0.064
23 H 1.961 -2.224 -0.837
24 H 1.653 -1.567 0.492
25 O 0.016 -0.298 0.178
26 H -0.699 -0.804 0.565
27 H -0.421 0.343 -0.382

As for the spin multiplicity: 2. The calculation puts the LUMO energy (spin up / spin down) at -0.12009 / -0.37997 Ha. Its total charge is +1. The expectation value of S² is 0.760. As for the HOMO-LUMO gap (spin up / spin down): 10.780 / 3.709 eV. The calculation puts the energy relative to the best compared isomer or geometry (same formula, charge and spin) at 8.8 kcal/mol.



Entry 5:
Entry from the OMol25 dataset: a molecular structure, C22H26BBrN6O2Pb (ωB97M-V/def2-TZVPD).

Positions of all 59 atoms, in Å:
1 Pb -0.124 0.054 0.828
2 C 3.627 0.014 0.728
3 C 3.005 0.006 -0.633
4 C 3.611 0.012 -1.892
5 C 2.574 0.000 -2.807
6 C 2.646 -0.003 -4.299
7 N 1.417 -0.011 -2.120
8 N 1.683 -0.009 -0.785
9 B -0.031 -0.029 -2.672
10 N -0.783 1.271 -2.276
11 N -0.978 1.617 -0.972
12 C -1.627 2.774 -0.963
13 C -2.008 3.443 0.320
14 C -1.862 3.194 -2.280
15 C -1.310 2.213 -3.083
16 C -1.268 2.142 -4.575
17 N -0.778 -1.280 -2.142
18 N -0.929 -1.532 -0.813
19 C -1.593 -2.676 -0.686
20 C -1.929 -3.235 0.661
21 C -1.882 -3.184 -1.958
22 C -1.349 -2.274 -2.851
23 C -1.364 -2.316 -4.344
24 H 4.711 -0.008 0.645
25 H 3.304 -0.844 1.319
26 H 3.339 0.905 1.289
27 H 4.668 0.022 -2.108
28 H 3.689 -0.006 -4.609
29 H 2.163 0.877 -4.725
30 H 2.159 -0.884 -4.720
31 H 0.013 -0.090 -3.865
32 H -1.657 2.871 1.179
33 H -3.091 3.541 0.400
34 H -1.578 4.443 0.379
35 H -2.366 4.090 -2.604
36 H -1.776 3.010 -4.991
37 H -1.762 1.243 -4.946
38 H -0.243 2.132 -4.946
39 H -1.567 -2.596 1.469
40 H -1.490 -4.225 0.786
41 H -3.009 -3.335 0.772
42 H -2.408 -4.095 -2.195
43 H -1.889 -3.211 -4.673
44 H -0.353 -2.339 -4.753
45 H -1.870 -1.446 -4.764
46 Br 1.220 -2.764 5.536
47 C 0.589 -1.086 6.160
48 C 0.579 -0.849 7.526
49 C 0.123 0.372 7.999
50 C -0.316 1.342 7.108
51 C -0.299 1.087 5.746
52 C 0.155 -0.132 5.253
53 C 0.162 -0.382 3.760
54 O -0.876 -0.870 3.255
55 O 1.200 -0.044 3.134
56 H 0.925 -1.614 8.208
57 H 0.113 0.564 9.065
58 H -0.672 2.295 7.477
59 H -0.641 1.839 5.046

The calculation puts the LUMO energy at 0.01469 Ha. Its total charge is 0. As for the HOMO-LUMO gap: 8.863 eV. The calculation puts the energy relative to the best compared isomer or geometry (same formula, charge and spin) at 0.5 kcal/mol.



Entry 6:
Entry from the OMol25 dataset: a single C6H9Cl molecule at a distorted geometry (ωB97M-V/def2-TZVPD).

Positions of all 16 atoms, in Å:
1 C 1.129 0.650 1.523
2 C 1.265 0.252 0.047
3 C 0.509 1.091 -0.946
4 C 0.119 2.321 -0.685
5 C 0.907 -1.200 -0.216
6 C -0.296 -1.711 -0.279
7 H 1.612 1.594 1.722
8 H 0.116 0.716 1.859
9 H 1.589 -0.062 2.159
10 H 2.331 0.288 -0.258
11 H 0.393 0.686 -1.935
12 H 0.243 2.722 0.303
13 H -0.435 2.992 -1.380
14 H 1.811 -1.852 -0.384
15 H -0.559 -2.726 -0.599
16 Cl -1.700 -0.751 0.109

The calculation puts the LUMO energy at 0.03454 Ha. Its total charge is 0. As for the HOMO-LUMO gap: 10.406 eV. The calculation puts the energy relative to the best compared isomer or geometry (same formula, charge and spin) at 11.1 kcal/mol. As for the SMILES: C=C[C@@H](C)/C=C\Cl.



Entry 7:
Entry from the OMol25 dataset: a molecular structure, C24H57BrGaS at a distorted geometry (ωB97M-V/def2-TZVPD).

Positions of all 84 atoms, in Å:
1 C -0.082 1.806 -2.970
2 C -1.258 1.381 -2.032
3 S -1.690 -0.382 -2.343
4 C -0.457 -1.289 -1.311
5 Ga -0.963 -3.269 -1.050
6 C 0.076 -4.572 -2.260
7 Br -0.819 -6.350 -2.220
8 C 0.194 -4.148 -3.743
9 C -1.149 -3.781 -4.413
10 H -0.453 2.367 -3.832
11 H 0.665 2.430 -2.459
12 H 0.430 0.890 -3.275
13 H -0.908 1.473 -0.994
14 H -2.132 2.031 -2.124
15 H 0.549 -1.108 -1.720
16 H -0.503 -0.808 -0.321
17 H -0.554 -3.646 0.477
18 H -2.544 -3.530 -1.160
19 H 1.103 -4.682 -1.888
20 H 0.593 -5.014 -4.303
21 H 0.931 -3.350 -3.900
22 H -1.421 -2.731 -4.270
23 H -1.962 -4.454 -4.135
24 H -1.003 -3.897 -5.501
25 C -3.043 4.968 4.506
26 C -1.782 4.114 4.566
27 C -1.172 3.843 3.190
28 C -2.064 3.056 2.229
29 C -2.522 1.691 2.742
30 C -1.371 0.724 2.995
31 H -3.840 4.474 3.948
32 H -3.420 5.160 5.513
33 H -2.839 5.933 4.036
34 H -1.997 3.174 5.080
35 H -1.037 4.635 5.177
36 H -0.224 3.313 3.324
37 H -0.916 4.800 2.721
38 H -1.522 2.917 1.289
39 H -2.947 3.653 1.980
40 H -3.191 1.250 1.999
41 H -3.114 1.805 3.656
42 H -0.794 0.562 2.083
43 H -1.755 -0.243 3.324
44 H -0.695 1.091 3.770
45 C 4.102 6.816 9.083
46 C 3.060 7.834 8.634
47 C 1.657 7.243 8.495
48 C 1.521 6.137 7.446
49 C 1.932 6.536 6.029
50 C 1.077 7.656 5.446
51 H 4.218 6.008 8.359
52 H 5.076 7.295 9.199
53 H 3.828 6.378 10.046
54 H 3.375 8.292 7.692
55 H 3.021 8.643 9.369
56 H 0.956 8.051 8.266
57 H 1.344 6.841 9.464
58 H 0.479 5.801 7.432
59 H 2.111 5.269 7.752
60 H 1.843 5.658 5.383
61 H 2.986 6.828 6.004
62 H 0.024 7.367 5.421
63 H 1.390 7.876 4.423
64 H 1.167 8.577 6.024
65 C 2.101 -7.525 -9.557
66 C 1.912 -8.249 -8.229
67 C 0.583 -8.996 -8.130
68 C -0.664 -8.113 -8.211
69 C -0.742 -7.008 -7.157
70 C -0.800 -7.534 -5.727
71 H 1.343 -6.755 -9.709
72 H 3.076 -7.036 -9.589
73 H 2.051 -8.226 -10.393
74 H 2.010 -7.537 -7.405
75 H 2.724 -8.972 -8.106
76 H 0.567 -9.563 -7.195
77 H 0.533 -9.740 -8.933
78 H -1.547 -8.753 -8.120
79 H -0.724 -7.658 -9.205
80 H -1.640 -6.413 -7.346
81 H 0.105 -6.322 -7.260
82 H -1.664 -8.188 -5.588
83 H -0.888 -6.708 -5.022
84 H 0.100 -8.093 -5.464

The calculation puts the LUMO energy at 0.07860 Ha. Its total charge is -1. As for the HOMO-LUMO gap: 7.026 eV.



Entry 8:
Entry from the OMol25 dataset: a single C3H5N3S molecule at a distorted geometry (ωB97M-V/def2-TZVPD).

Positions of all 12 atoms, in Å:
1 C -0.353 0.440 -0.886
2 C -0.572 -0.765 -0.070
3 C 0.594 0.571 2.523
4 H 0.431 -0.367 -4.159
5 H -0.514 1.408 -0.416
6 H -0.743 -1.754 -0.588
7 H 1.394 -0.176 2.530
8 H 0.695 1.501 3.106
9 N -0.050 0.495 -2.136
10 N -0.633 -0.783 1.208
11 N -0.488 0.395 1.867
12 S 0.239 -0.966 -2.978

The calculation puts the LUMO energy at -0.00588 Ha. Its total charge is 0. As for the HOMO-LUMO gap: 8.936 eV. The calculation puts the energy relative to the best compared isomer or geometry (same formula, charge and spin) at 72.2 kcal/mol. As for the SMILES: C=N/N=C\C=N/S.



Results for E: -5457.9081 -3507.2915 -420.7172 -687.5660 -4124.8325 -694.1555 -5845.6237 -679.6702 (in a.u., following the order of the records).